No. 1
# C23H40MnN6O5S2SeSi2

A molecular structure, C23H40MnN6O5S2SeSi2 (ωB97M-V/def2-TZVPD, the Open Molecules 2025 dataset).

```
80
Properties=species:S:1:pos:R:3:forces:R:3:lowdin_charge:R:1
Mn 0.68377 0.18447 -0.09448 -0.132 -0.538 2.821 0.39
C 3.99130 -1.14095 1.07929 -0.202 -0.174 0.514 -0.23
Si 3.03615 -0.34977 -0.33379 0.768 0.119 -0.627 0.51
C 3.42235 -1.51647 -1.77746 -0.169 -0.289 -0.248 -0.23
C 4.06461 1.18431 -0.81093 0.094 0.343 0.064 -0.30
C 5.45767 1.16110 -0.97815 -0.039 0.051 -0.014 -0.11
C 6.15969 2.30084 -1.35012 -0.127 -0.054 0.004 -0.12
C 5.47625 3.49654 -1.56398 -0.155 -0.034 0.021 -0.12
C 4.09671 3.53825 -1.39683 0.027 -0.099 0.018 -0.11
C 3.37578 2.39400 -1.01872 0.315 -0.054 -0.059 -0.30
Si 1.50176 2.38633 -0.70123 0.690 0.511 -0.357 0.52
C 1.31508 3.79528 0.54421 -0.313 -0.090 0.521 -0.25
C 0.75524 3.16732 -2.25175 -0.279 -0.155 -0.456 -0.22
H 5.04828 -1.24099 0.79924 -0.138 -0.013 0.042 0.01
H 3.58452 -2.14071 1.29047 0.101 0.165 -0.029 0.03
H 3.91668 -0.54106 1.99539 0.073 -0.123 -0.154 0.00
H 4.50298 -1.72701 -1.80299 -0.209 0.040 -0.030 0.02
H 3.13648 -1.07209 -2.74131 0.060 -0.097 0.153 0.02
H 2.88718 -2.47050 -1.66717 0.115 0.156 -0.041 0.03
H 6.00718 0.23376 -0.81662 -0.062 0.099 -0.017 0.09
H 7.23617 2.26141 -1.47701 0.011 0.001 0.002 0.08
H 6.01943 4.39013 -1.85652 -0.011 -0.028 0.014 0.08
H 3.56949 4.48056 -1.55484 0.090 -0.124 0.009 0.09
H 1.65303 4.73266 0.08611 -0.018 -0.083 0.023 0.02
H 1.90899 3.59924 1.44476 -0.098 0.114 -0.144 -0.01
H 0.26788 3.90998 0.86002 0.199 0.024 -0.059 0.02
H 1.20060 4.15992 -2.41429 -0.075 -0.156 0.024 0.01
H -0.33329 3.28502 -2.15482 0.173 -0.003 -0.024 0.02
H 0.94695 2.55493 -3.14600 -0.076 0.151 0.176 0.02
O -1.58281 -2.99495 2.41529 0.448 0.131 -0.223 -0.48
Se -0.67272 -2.99421 1.07412 0.173 -0.532 -0.169 0.83
O 0.55594 -4.05837 1.17831 -0.306 0.287 -0.049 -0.50
O 0.04452 -1.53248 0.72938 0.255 0.206 0.351 -0.57
O -1.53626 -3.38971 -0.36484 0.057 -0.022 0.514 -0.35
C -3.46991 2.18423 0.21028 0.059 -0.027 -0.239 -0.05
N -2.98090 1.65194 -1.06014 -0.181 -0.062 0.203 -0.07
C -4.01395 1.47773 -2.10337 0.102 0.030 0.246 -0.17
C -3.68084 0.33889 -3.03659 0.053 -0.092 0.386 -0.17
C -2.22771 0.48909 -3.40540 0.318 0.107 0.216 -0.15
N -1.37007 0.40208 -2.20598 -0.237 -0.173 0.381 -0.04
C -0.41969 -0.72047 -2.15170 -0.610 0.123 -0.190 -0.03
C -1.83943 0.92851 -1.02002 0.772 0.287 0.386 -0.48
O -1.09429 0.98220 0.03937 -1.508 0.114 -2.026 -0.17
H -4.10988 3.04457 0.00179 -0.021 -0.038 -0.035 0.08
H -2.63528 2.50225 0.82452 0.083 0.005 -0.005 0.08
H -4.02990 1.41814 0.75204 -0.015 -0.080 -0.050 0.07
H -4.08340 2.41712 -2.66338 -0.043 0.109 0.033 0.11
H -4.97415 1.29894 -1.61571 0.077 -0.064 0.129 0.12
H -4.32180 0.35963 -3.92190 0.041 0.052 0.055 0.11
H -3.80919 -0.60569 -2.50369 -0.039 -0.230 -0.012 0.08
H -2.05318 1.46270 -3.87837 0.044 0.046 -0.068 0.11
H -1.92582 -0.28201 -4.10535 0.115 -0.141 0.034 0.12
H -0.18534 -1.01656 -3.16601 0.072 0.050 -0.198 0.10
H -0.84675 -1.58509 -1.64325 0.018 -0.013 0.159 0.08
H 0.56604 -0.41927 -1.72787 -0.305 -0.493 -1.363 0.00
S -3.47105 -1.44127 0.28246 0.456 -0.255 -0.496 0.42
C -3.06932 -3.09509 -0.49993 -1.817 0.718 -0.378 -0.89
N -3.77643 -4.13556 0.23123 0.830 -0.349 -0.809 -0.02
C -4.93114 -4.73540 -0.30053 0.150 0.129 -0.060 -0.21
C -5.18158 -4.60606 -1.66145 0.313 0.262 0.269 -0.21
C -4.29544 -3.82094 -2.41105 0.325 0.068 0.233 -0.28
N -3.25615 -3.10190 -1.90173 0.101 -0.164 0.230 -0.04
H -3.66673 -4.05334 1.22175 -0.242 0.185 0.289 0.07
H -5.53496 -5.31886 0.38043 0.018 0.048 0.044 0.05
H -6.03222 -5.09168 -2.12475 0.003 -0.007 0.017 0.05
H -4.42496 -3.75397 -3.49420 0.023 0.037 0.115 0.05
C 0.27992 -1.96815 4.97443 0.372 0.128 -0.165 -0.05
N 0.94858 -1.16390 3.93912 -0.597 -2.028 -0.178 0.01
C 0.70690 0.09265 3.73373 0.733 1.206 0.252 -0.81
S 1.34534 0.95638 2.44823 -0.304 0.428 -0.025 0.74
N 0.09591 0.76139 4.79823 -0.350 0.373 0.072 -0.08
C 1.02646 1.10611 5.87770 -0.096 -0.188 -0.059 -0.10
H 0.12259 -2.96483 4.58613 -0.009 -0.145 -0.169 0.08
H -0.68229 -1.53855 5.21921 -0.125 0.124 -0.031 0.09
H 0.89624 -2.01463 5.87687 -0.002 -0.006 -0.043 0.07
H 1.23842 -1.65968 3.09892 0.168 -0.062 0.148 0.12
H -0.30022 1.60183 4.40481 0.029 0.208 0.048 0.10
H 1.39075 0.19694 6.35618 -0.010 0.035 0.016 0.07
H 0.49457 1.69746 6.61938 -0.009 0.011 0.058 0.07
H 1.88466 1.67535 5.50280 0.008 0.005 0.006 0.08
```
Positions in Å, forces in eV/Å.

Results
Spin multiplicity: 6
Net charge: -2
Frontier orbital gap (alpha / beta) in hartree: 0.0720 / 0.1534
E_LUMO (alpha / beta) in eV: 4.07 / 4.06



No. 2
# C6H4O

A molecular structure, C6H4O (ωB97M-V/def2-TZVPD, the Open Molecules 2025 dataset).

```
11
Properties=species:S:1:pos:R:3:forces:R:3:lowdin_charge:R:1
C 0.43483 -1.04056 -0.00532 0.920 -1.153 0.233 -0.16
C 1.64901 -1.51487 -0.05714 -2.157 1.219 0.163 0.11
C 0.19738 0.95475 -0.06994 -2.143 -1.467 1.521 0.01
C -0.71610 -0.09762 0.04020 5.350 1.138 -0.493 -0.13
C -2.06059 -0.48765 0.09772 -3.875 -2.511 -1.118 -0.26
C 1.50784 0.24577 -0.03228 2.175 2.664 -0.266 -0.25
O -3.04824 0.18659 -0.09296 0.695 0.592 0.448 0.07
H 0.22271 2.00062 0.13016 -0.759 0.715 -0.338 0.12
H -2.28156 -1.64841 0.11948 0.993 1.667 0.436 0.16
H 2.10716 0.75429 0.85191 -1.101 -1.723 -1.457 0.17
H 1.98754 0.64710 -0.98182 -0.098 -1.141 0.870 0.15
```
Positions in Å, forces in eV/Å.

Results
Net charge: 0
Relative energy (zero: lowest compared OMol25 entry of this formula, charge and spin) in eV: 5.220
Frontier orbital gap in hartree: 0.3250
E_LUMO in eV: -0.98



No. 3
# C3H4N2O4

A molecular structure, C3H4N2O4 (ωB97M-V/def2-TZVPD, the Open Molecules 2025 dataset).

```
13
Properties=species:S:1:pos:R:3:forces:R:3:lowdin_charge:R:1
C -2.45267 -0.08787 -0.01144 -1.111 0.938 -1.796 -0.63
C 0.50801 0.88883 -0.12435 -5.293 0.118 0.006 -0.27
C 2.09206 -0.78134 0.03582 1.065 -2.300 3.520 -0.02
N -0.34838 1.68002 -0.39053 2.065 -3.107 0.178 0.29
N -0.74053 -0.88873 0.43734 1.038 0.665 -0.199 0.01
O -3.42211 0.47713 -0.44590 0.795 -0.649 1.517 0.12
O -1.63099 -0.90311 -0.70135 0.539 0.023 0.287 0.03
O -1.73588 -0.11554 1.14032 -0.286 0.252 -0.287 0.02
O 1.68292 0.61444 0.13600 2.526 -1.111 -0.353 0.04
H 1.23705 -1.49222 0.48728 2.182 1.886 -1.052 0.12
H 3.08318 -0.81417 0.67850 -2.261 0.016 -1.056 0.13
H 2.41467 -1.14513 -0.92772 -0.474 0.692 -0.712 0.08
H -0.68734 2.56769 -0.31397 -0.786 2.577 -0.051 0.09
```
Positions in Å, forces in eV/Å.

Results
Net charge: 0
Relative energy (zero: lowest compared OMol25 entry of this formula, charge and spin) in eV: 7.598
Frontier orbital gap (alpha / beta) in hartree: 0.3107 / 0.3107
E_LUMO (alpha / beta) in eV: 0.07 / 0.07



No. 4
# C2H7NS2

2 unconnected molecules or ions with the total composition C2H7NS2 (ωB97M-V/def2-TZVPD, the Open Molecules 2025 dataset).

```
12
Properties=species:S:1:pos:R:3:forces:R:3:lowdin_charge:R:1
S -2.01064 0.53523 -1.57506 -1.468 -0.597 3.137 -0.16
S -1.60802 1.35347 -3.48300 1.079 1.229 -3.476 -0.12
H -1.52392 -0.33972 -0.64596 0.345 -0.690 0.289 -0.36
H -0.36769 1.78189 -3.20530 -0.102 0.121 -0.085 -0.30
C 0.09757 -1.36955 0.95972 -0.164 -1.387 0.906 -0.09
C 0.56193 -0.31495 1.61432 -0.343 0.250 -1.006 -0.32
N 1.26761 0.65907 0.87137 -0.251 -0.947 -0.176 0.01
H 0.24804 -1.42285 -0.11238 0.027 -0.448 0.076 0.03
H -0.35642 -2.20708 1.53124 -0.021 0.818 -0.801 0.05
H 0.17477 -0.14279 2.62297 0.849 0.354 -0.149 0.10
H 1.65785 0.21968 -0.00462 -0.365 1.213 1.613 0.11
H 1.85892 1.24760 1.42670 0.414 0.084 -0.328 0.05
```
Positions in Å, forces in eV/Å.

Results
Spin multiplicity: 2
Net charge: -1
Relative energy (zero: lowest compared OMol25 entry of this formula, charge and spin) in eV: 1.561
Frontier orbital gap (alpha / beta) in hartree: 0.1564 / 0.2314
E_LUMO (alpha / beta) in eV: 3.63 / 3.60



No. 5
# C13H18Cl2HfN2O2P

A molecular structure, C13H18Cl2HfN2O2P (ωB97M-V/def2-TZVPD, the Open Molecules 2025 dataset).

```
39
Properties=species:S:1:pos:R:3:forces:R:3:lowdin_charge:R:1
C -0.81486 -3.73029 -3.64905 0.719 -0.582 -0.394 0.06
C -1.28355 -2.72203 -2.80379 -4.139 3.786 2.502 -0.06
H -1.71158 -4.20677 -4.08580 0.093 0.156 -0.184 0.18
H -0.24053 -4.47723 -3.08977 -0.050 -0.030 0.089 0.13
H -0.13495 -3.26461 -4.38731 -0.298 -0.182 -0.086 0.17
O -1.90863 -1.90552 -2.24769 3.360 -3.910 -2.714 0.26
Cl 1.13072 -2.87799 -1.13857 -0.252 -1.388 -0.969 0.27
Hf 0.87574 -0.70434 -0.58015 1.136 0.746 2.761 0.78
P -0.26697 1.31159 -1.70908 -0.205 2.584 -1.564 0.67
C -1.79649 2.30986 -1.52544 -0.380 -0.308 0.385 -0.20
C 0.99701 2.62922 -1.56324 0.368 -0.335 0.317 -0.23
H 0.46872 0.17620 -3.75748 -0.101 0.280 -0.161 0.05
H 0.00589 1.88913 -4.01765 -0.089 -0.250 -0.076 0.08
H -1.26852 0.63752 -3.79403 0.235 0.081 -0.116 0.06
C -0.26113 0.95984 -3.50301 -0.036 -0.503 0.087 -0.23
H 2.02288 2.24022 -1.56125 -0.271 0.139 -0.165 0.02
H 0.83968 3.26430 -2.43938 0.098 0.224 0.302 0.07
H -1.76129 3.10483 -2.29360 0.093 -0.404 0.273 0.09
H -1.84653 2.79221 -0.53446 0.032 -0.246 -0.362 0.07
H 0.84805 3.15969 -0.61424 -0.010 0.089 -0.318 0.07
H -2.70127 1.69925 -1.68072 0.305 0.274 0.061 0.07
C -1.52526 -0.57807 0.02174 -6.183 0.013 1.606 -0.10
O -2.66000 -0.50682 0.28692 5.668 -0.255 -1.226 0.19
Cl 3.11133 -0.09730 -0.46945 -0.665 0.080 -0.161 0.15
N 1.50147 -1.92555 3.36970 -0.734 0.025 -0.895 0.20
C 1.27509 -2.14211 2.06525 0.533 0.484 1.058 -0.13
N 0.63068 -1.09803 1.52113 -0.176 -0.321 -0.392 -0.14
C 0.32109 -0.19430 2.57088 0.636 0.256 -0.383 -0.22
C -0.21217 1.09640 2.48666 0.310 -0.286 0.104 -0.02
C -0.17488 1.87688 3.64954 -0.224 -0.479 -1.063 -0.02
C 0.40295 1.38757 4.82157 0.069 -0.555 0.048 -0.01
C 0.98119 0.11180 4.87069 -0.312 0.102 0.698 0.05
C 0.89552 -0.68964 3.73984 0.588 -0.061 -0.427 -0.13
H 1.99402 -2.60210 3.94168 -0.102 0.207 0.278 0.19
H 1.61852 -3.01389 1.49213 -0.142 0.451 0.653 0.12
H -0.56856 1.44379 1.50557 -0.079 0.215 0.594 0.09
H -0.59645 2.86991 3.62574 0.000 0.087 0.077 0.13
H 0.36752 2.03757 5.69507 0.268 -0.348 -0.100 0.14
H 1.44558 -0.26118 5.78105 -0.063 0.166 -0.138 0.14
```
Positions in Å, forces in eV/Å.

Results
Net charge: +3
Relative energy (zero: lowest compared OMol25 entry of this formula, charge and spin) in eV: 0.000
Frontier orbital gap in hartree: 0.2271
E_LUMO in eV: -11.65



No. 6
# CH12O5

5 unconnected molecules or ions with the total composition CH12O5 (ωB97M-V/def2-TZVPD, the Open Molecules 2025 dataset).

```
18
Properties=species:S:1:pos:R:3:forces:R:3:lowdin_charge:R:1
C 0.04954 -0.69878 -2.93014 -0.131 0.908 -0.836 -0.20
O 0.63652 -0.86996 -1.67253 0.252 -0.468 0.356 -0.13
H 0.80957 -0.20337 -3.54014 -0.054 -0.169 -0.151 0.07
H -0.30213 -1.57957 -3.47239 0.315 -0.396 0.373 0.08
H -0.81050 -0.01168 -2.94472 0.019 -0.044 0.430 0.07
H 0.19285 -1.57012 -1.16866 -0.399 0.488 -0.353 0.03
H 0.84904 1.93418 1.11990 0.085 0.008 0.395 0.01
H -0.35676 2.32237 0.34840 -0.290 -0.006 0.279 0.05
O -0.07959 2.17649 1.26458 0.270 -0.164 -0.593 -0.07
H -0.61835 -2.67638 0.33282 -0.255 -0.033 0.380 0.05
H -1.84932 -1.71843 0.32423 0.244 0.098 0.191 0.02
O -1.30166 -2.29709 -0.22528 -0.015 -0.239 -0.290 -0.05
H 2.49092 1.65662 2.84572 -0.229 0.314 -0.046 0.05
H 3.57587 1.15110 1.97492 0.040 0.105 -0.433 0.05
O 2.84535 1.78210 1.95638 0.090 -0.407 0.468 -0.05
H -1.28454 0.17951 1.99716 0.116 -0.221 -0.311 0.03
H -2.68303 0.60328 1.98866 -0.555 0.034 -0.104 0.04
O -2.16378 -0.18027 1.80110 0.495 0.191 0.245 -0.06
```
Positions in Å, forces in eV/Å.

Results
Net charge: 0
Relative energy (zero: lowest compared OMol25 entry of this formula, charge and spin) in eV: 0.609
Frontier orbital gap in hartree: 0.3745
SMILES string: CO.O.O.O.O
E_LUMO in eV: 0.43



Question: Which value of net charge does entry 6 give?
Answer: 0